No. 1
14
Properties=species:S:1:pos:R:3:forces:R:3 method="wB97M-V/def2-TZVPD" total_charge=0 e_tot_ev=-29902.712 e_homo_ev=-8.02 e_lumo_ha=0.0219 smiles="SNC1=NSCCO1" homo_lumo_gap_ev=8.6
C -0.711075 0.458750 -0.254096 2.1 1.3 -1.6
C 2.147705 -0.449130 0.085081 4.0 4.1 -1.1
C 0.981181 -1.271196 0.294252 0.1 -1.1 4.2
H -4.292549 0.465998 0.292829 1.1 0.5 0.9
H -1.955852 1.946061 -0.793428 -0.7 -4.2 0.7
H 3.231253 -0.893120 -0.261423 -3.2 0.5 0.8
H 2.431052 0.254098 1.039085 -0.9 -1.5 -2.5
H 0.933394 -2.041798 -0.459634 -0.6 -0.4 0.2
H 1.097150 -1.573888 1.443042 -0.2 -0.8 -2.6
N -2.144580 0.822226 -0.466693 2.9 3.7 0.8
N 0.142286 1.189196 -0.937198 -3.7 -0.6 0.8
O -0.260760 -0.571196 0.507699 -2.7 0.6 -0.8
S -3.183445 0.997551 0.967008 -0.7 -1.0 -1.3
S 1.584240 0.666449 -1.456524 2.3 -1.1 1.6

No. 2
62
Properties=species:S:1:pos:R:3:forces:R:3 method="wB97M-V/def2-TZVPD" total_charge=+4 e_tot_ev=-51459.683 e_homo_ev="-20.51 / -20.51" e_lumo_ha="-0.5658 / -0.5657" homo_lumo_gap_ev="5.1 / 5.1"
Zr -0.318349 0.090677 0.445485 1.0 -4.3 3.2
P 1.373020 0.792176 2.436298 0.8 0.3 1.0
P -1.254864 2.252725 -0.100280 -1.7 3.3 -0.2
P 1.941239 -0.590791 -0.768740 2.0 -0.9 -1.1
H -1.658908 -2.768913 1.509393 0.6 -0.6 0.2
C -0.585671 -3.038445 1.480963 -0.2 1.1 -1.0
C 0.205445 -2.899920 2.556762 -0.1 1.0 -0.3
H -0.234430 -2.471400 3.465945 0.3 -0.6 -0.1
C 0.532239 0.943333 4.047245 -0.6 -0.1 -0.1
C 2.079076 2.448601 2.154096 -0.2 0.0 -0.4
C 2.819681 -0.202164 2.923589 0.1 -0.4 -0.4
C -2.943435 2.063995 -0.747178 -0.1 -0.3 -0.2
C -1.513359 3.334156 1.351227 0.2 -0.3 0.8
C -0.314113 3.194436 -1.295574 0.6 -0.3 -0.2
C 2.887324 -2.037136 -0.159553 -0.4 -0.3 0.7
C 3.258850 0.667455 -0.811422 -0.4 0.5 0.2
C 1.794703 -1.033675 -2.531174 -0.8 0.2 -0.4
H -0.237610 -3.357110 0.482967 0.0 -0.3 0.7
H 1.284630 -3.088650 2.536155 -0.5 -0.3 0.1
H -0.003717 0.014652 4.291723 0.2 0.3 0.0
H -0.174980 1.783250 4.048992 0.2 -0.2 0.1
H 1.309068 1.113800 4.804537 -0.3 0.1 -0.1
H 1.285683 3.203751 2.105835 0.3 0.0 0.1
H 2.645042 2.466081 1.213882 0.0 0.1 0.3
H 2.751869 2.662032 2.994347 -0.1 0.1 -0.2
H 2.542027 -1.258853 3.016058 0.2 0.3 0.1
H 3.156583 0.180455 3.896587 0.0 -0.1 -0.3
H 3.634722 -0.108704 2.195909 -0.2 0.0 0.3
H -2.889067 1.982080 -1.840324 -0.2 0.2 0.2
H -3.463982 2.975022 -0.436201 -0.1 0.0 -0.3
H -3.475280 1.195177 -0.325712 0.1 0.3 -0.1
H -1.458980 4.369133 0.995728 0.0 -0.1 0.0
H -0.765804 3.191196 2.148014 -0.3 0.2 -0.4
H -2.508566 3.161619 1.783610 0.2 0.0 -0.2
H -0.973802 4.021203 -1.583438 0.3 0.1 -0.2
H -0.072102 2.549591 -2.156173 -0.1 0.5 0.0
H 0.618045 3.547933 -0.823749 -0.3 0.1 -0.3
H 3.480256 -2.460014 -0.980382 -0.2 0.2 0.1
H 2.219902 -2.812082 0.233044 0.2 0.0 -0.2
H 3.563692 -1.733039 0.643858 -0.1 -0.1 -0.1
H 3.919917 0.435420 -1.654028 -0.1 0.0 0.2
H 3.834282 0.652166 0.118291 -0.1 0.1 -0.2
H 2.831706 1.663578 -0.958703 0.3 0.0 -0.1
H 2.789483 -1.272552 -2.922183 -0.1 0.0 0.2
H 1.400496 -0.202394 -3.121475 0.0 0.0 0.0
H 1.130681 -1.890825 -2.692186 0.2 0.1 0.1
C -1.966448 -1.501503 -2.120795 -0.9 -0.5 -1.5
C -3.006720 -0.864690 -2.783822 0.5 0.2 -0.4
C -3.349994 -1.358274 -4.045812 -0.4 0.2 0.4
C -2.696416 -2.471779 -4.581426 -0.1 0.2 -0.2
C -1.682975 -3.099641 -3.862500 -0.1 -0.3 0.7
C -1.388869 -2.683758 -2.557083 0.6 0.2 -0.5
O -1.359558 -0.810604 -1.066134 0.4 3.1 1.6
H -1.433110 0.285907 -1.182298 -1.0 -2.8 -1.5
H -3.433159 0.044288 -2.343987 -0.1 -0.5 -0.5
H -4.127339 -0.845542 -4.607451 0.1 -0.2 0.1
H -2.994418 -2.860774 -5.560411 0.2 0.3 0.3
H -1.110363 -3.910147 -4.307717 -0.3 -0.1 0.2
H -0.697062 -3.221889 -1.911865 0.1 0.1 -0.3
O -2.128377 -0.123283 2.039676 0.6 0.4 -0.4
H -2.777982 -0.837196 2.176066 0.1 0.0 0.0
H -2.289865 0.529869 2.743506 -0.1 -0.2 0.0

No. 3
18
Properties=species:S:1:pos:R:3:forces:R:3 method="wB97M-V/def2-TZVPD" total_charge=0 e_tot_ev=-10372.035 e_homo_ev=-9.54 e_lumo_ha=0.0342 homo_lumo_gap_ev=10.5
C 0.861592 -0.124227 -0.801501 0.3 -0.1 -0.1
C -0.933839 -0.137037 0.447372 -0.5 -0.1 0.1
C 0.019858 -1.221328 -0.103244 0.2 -0.1 0.0
C -2.325744 -0.114837 -0.166253 0.1 0.0 0.1
C -0.003183 0.919191 -0.096531 0.3 -0.2 -0.1
N 2.720986 0.064610 0.695580 0.0 0.0 0.3
O 2.261480 -0.074047 -0.628149 0.1 0.1 -0.2
N 0.025962 2.153382 0.088804 -0.3 0.7 0.3
H 0.739108 -0.109381 -1.887479 -0.1 0.0 0.1
H -1.016685 -0.111132 1.536423 0.1 0.0 0.0
H 2.288508 0.887984 1.115598 -0.1 -0.1 -0.1
H 2.448143 -0.758203 1.232981 -0.1 0.1 -0.1
H 0.788164 2.649468 -0.371283 0.1 -0.3 -0.1
H -0.434403 -1.940364 -0.779611 0.0 -0.1 0.0
H 0.566341 -1.761783 0.667754 0.0 0.0 0.0
H -2.842971 0.794412 0.128433 -0.1 0.1 0.0
H -2.899314 -0.974723 0.172757 -0.1 -0.1 0.0
H -2.264004 -0.141985 -1.251650 -0.1 0.0 -0.2

No. 4
72
Properties=species:S:1:pos:R:3:forces:R:3 method="wB97M-V/def2-TZVPD" total_charge=+1 e_tot_ev=-158836.882 e_homo_ev="-9.68 / -9.84" e_lumo_ha="-0.1245 / -0.1226" multiplicity=2 homo_lumo_gap_ev="6.3 / 6.5"
Ti 0.221062 0.279838 0.093332 -1.0 0.3 1.9
Cl 3.725539 0.713487 -5.749421 0.2 0.2 -0.1
C 2.551745 0.301964 -4.563516 -0.2 -0.2 0.0
C 2.557189 0.968612 -3.342342 -0.2 -0.1 0.2
C 1.624931 0.610128 -2.381501 -0.3 -0.5 -1.0
N 1.550458 1.040921 -1.060577 1.2 0.9 -1.0
C 1.886445 2.269315 -0.616549 0.3 0.1 -0.6
O 2.160530 3.269588 -1.260909 0.0 -0.2 0.4
C 1.826750 2.264496 0.890894 0.3 0.1 0.8
C 2.080391 3.404425 1.642591 -0.1 -0.2 -0.4
C 2.061831 3.317110 3.022964 -0.1 -0.5 0.0
C 1.822227 2.071550 3.601210 0.1 0.4 -0.1
C 1.569000 0.986316 2.787616 0.1 -0.1 -0.2
N 1.539095 1.064248 1.452436 1.4 1.5 1.2
C 0.676882 -0.405203 -2.650249 0.6 0.5 -0.8
C 0.683225 -1.070182 -3.867170 0.0 0.2 0.2
C 1.624783 -0.709716 -4.823246 0.2 0.2 0.2
Cl 1.653084 -1.547583 -6.326140 -0.1 -0.1 -0.1
N -0.095782 -0.686576 -1.531329 -0.4 -1.0 -1.3
C -1.121826 -1.567056 -1.478217 0.0 0.0 -0.5
O -1.821687 -1.994388 -2.381076 0.2 0.0 0.4
C -1.299000 -1.993400 -0.044056 -0.1 -0.7 0.7
C -2.286351 -2.893526 0.330274 0.2 0.2 -0.2
C -2.395887 -3.264486 1.659305 0.5 0.3 0.1
C -1.458839 -2.760959 2.560142 -0.3 -0.3 -0.2
C -0.475291 -1.906304 2.106143 0.2 0.1 -0.2
N -0.393436 -1.495266 0.833656 -1.2 -2.5 0.5
H 3.291783 1.732524 -3.142736 0.0 0.1 0.0
H 2.284960 4.323854 1.114231 0.0 0.0 0.0
H 2.249082 4.184596 3.634670 0.0 0.1 0.1
H 1.837440 1.948193 4.671707 0.0 0.0 0.1
H 1.408878 0.007076 3.221061 -0.1 0.1 0.0
H -0.012680 -1.869047 -4.066461 -0.1 0.0 0.0
H -2.942092 -3.270300 -0.439658 -0.1 0.0 -0.1
H -3.173992 -3.935706 1.984975 -0.1 -0.1 0.1
H -1.487830 -3.040923 3.600980 0.0 0.0 0.1
H 0.286740 -1.541002 2.783485 -0.1 0.0 -0.1
O -1.091883 0.914869 1.334582 -0.2 0.3 0.1
As -2.504354 1.803415 1.410915 -1.1 0.3 0.4
C -3.934013 0.509443 1.722873 0.4 0.4 -0.1
C -4.583017 0.414236 2.948301 0.2 0.3 0.0
C -5.491859 -0.610209 3.159290 0.0 0.1 0.1
C -5.770164 -1.514450 2.146310 0.0 0.1 0.0
C -5.142605 -1.399508 0.915508 0.0 0.1 0.0
C -4.209081 -0.397493 0.705360 0.2 0.2 -0.2
C -2.221357 2.895619 3.015554 -0.1 -0.3 -0.7
C -2.369105 4.272936 3.066466 -0.2 -0.1 -0.3
C -2.086364 4.933936 4.252508 0.0 0.0 -0.1
C -1.673225 4.224804 5.368275 0.1 0.0 -0.1
C -1.523192 2.847680 5.309353 0.0 -0.1 0.0
C -1.787024 2.179017 4.127778 -0.1 -0.3 -0.2
C -2.628171 2.493268 -0.401917 0.0 -0.1 0.5
C -1.408647 2.792961 -1.004389 0.1 0.3 0.2
C -1.351258 2.979704 -2.377187 0.1 0.1 0.1
C -2.503061 2.844708 -3.140371 0.0 0.1 0.1
C -3.718531 2.577264 -2.529571 0.0 0.0 0.0
C -3.790494 2.402590 -1.156286 -0.1 0.1 0.4
H -4.379838 1.148116 3.721915 -0.1 -0.1 0.0
H -5.986463 -0.695099 4.113287 -0.1 0.0 0.1
H -6.485858 -2.304548 2.314292 -0.1 -0.1 0.0
H -5.385378 -2.087648 0.119826 0.0 -0.1 -0.1
H -3.688018 -0.312765 -0.247685 -0.2 -0.1 0.1
H -2.709426 4.810316 2.188634 0.0 0.1 0.1
H -2.199196 6.003512 4.306086 0.0 0.2 0.0
H -1.458481 4.746680 6.286620 0.0 0.1 0.1
H -1.218083 2.293302 6.183997 0.1 0.0 0.1
H -1.666841 1.099776 4.050009 0.0 0.1 0.1
H -0.523122 2.960853 -0.382730 -0.2 -0.1 -0.3
H -0.408884 3.241445 -2.835319 0.1 0.0 0.0
H -2.452290 2.977865 -4.209901 0.0 0.0 -0.1
H -4.613354 2.483257 -3.123687 -0.1 0.0 -0.1
H -4.740292 2.218124 -0.666775 0.0 -0.1 -0.1